P | C7H10O | ωB97M-V/def2-TZVPD

HOMO-LUMO gap in Eh: 0.289

Cartesian coordinates (Å):
C: -0.26633 1.32515 -0.20931
C: 0.37164 1.12593 1.01904
C: -1.69301 0.98104 -0.43790
C: 0.81550 -0.64660 -1.36769
C: 1.23533 -0.41104 0.38527
C: 0.46908 -1.49162 0.97949
C: -0.16083 -2.37235 1.50132
O: 2.46035 -0.29526 0.48639
H: 0.23865 1.90112 -0.97269
H: 1.20963 1.76166 1.27101
H: -0.24366 0.84930 1.86706
H: -1.90986 0.77428 -1.48323
H: -2.30274 1.83740 -0.12894
H: -1.98796 0.12439 0.16925
H: 1.35024 0.08317 -1.97600
H: 1.33612 -1.59949 -1.42414
H: -0.21599 -0.81241 -1.67716
H: -0.70616 -3.13468 1.99824

=====

Q | C7H10O | ωB97M-V/def2-TZVPD

HOMO-LUMO gap in Eh: 0.333

Cartesian coordinates (Å):
C: -1.18346 -1.88343 0.62373
C: 0.18672 -0.04014 -0.58587
C: 1.05976 -0.15824 -1.84380
C: 0.99878 0.13014 0.69655
C: 0.70078 1.06656 1.57524
C: -0.54360 1.77376 0.96633
C: -0.74416 1.22769 -0.34551
H: -0.18831 -2.95079 1.18515
H: -1.55050 -0.78000 1.40937
H: -2.06698 -2.49781 0.00754
H: 1.91157 0.59927 -1.88418
H: 0.22519 0.17179 -2.79616
H: 1.61902 -1.13503 -2.33136
H: 2.08041 -0.29202 0.53850
H: 1.65423 1.69453 1.97750
H: -1.04594 2.62992 1.37898
H: -1.38097 1.12073 -1.39293
O: -0.51333 -1.40732 -0.57655

=====

R | C7H10O | ωB97M-V/def2-TZVPD

SMILES: c1ccccc1.CO
HOMO-LUMO gap in Eh: 0.371

Cartesian coordinates (Å):
C: -1.04233 1.21786 -0.82422
C: 0.29849 1.41301 -1.11876
C: 1.15542 0.32670 -1.05285
C: 0.48631 -0.94101 -1.08407
C: -0.80729 -1.10350 -0.80495
C: -1.54281 -0.06771 -0.63833
C: 1.06855 -0.77312 2.25010
H: -1.57227 2.25606 -0.58740
H: 0.78154 2.52842 -1.00165
H: 2.21372 0.23446 -1.28721
H: 1.11981 -1.80735 -1.59679
H: -0.97556 -2.22117 -0.28575
H: -2.56666 -0.39858 -0.38873
H: 0.12296 0.69133 1.03568
H: 0.77486 -1.12005 3.43886
H: 0.87915 -1.68707 1.51943
H: 2.09699 -0.39290 2.13003
O: -0.07158 0.18544 2.08274

=====

S | C7H10O | ωB97M-V/def2-TZVPD

SMILES: C[C@@]12C[C@H]1C=CCO2
HOMO-LUMO gap in Eh: 0.329

Cartesian coordinates (Å):
C: -0.98336 -0.91611 1.26538
C: -0.88381 -0.33094 -0.17356
C: -1.82317 0.74312 -0.41159
C: -0.27433 1.08051 -0.41677
C: 0.89728 1.40689 0.43312
C: 1.77441 0.37115 0.45282
C: 1.39524 -0.88671 -0.33374
H: -0.08995 -1.84560 1.59665
H: -0.76871 0.00834 2.14857
H: -2.09742 -1.28221 1.36770
H: -2.43130 0.51625 0.69441
H: -2.28747 0.88081 -1.39212
H: -0.05876 1.10443 -1.60827
H: 0.95608 2.45679 0.96204
H: 2.88307 0.50753 0.57195
H: 1.49532 -2.00890 -0.02004
H: 2.03733 -0.95001 -1.33270
O: -0.03147 -1.02436 -0.98526

=====

R ends up most stable, edging out the next structure by 0.0483 hartree.

=====

P | C7H10O | ωB97M-V/def2-TZVPD

SMILES: C=C/C=C/CCC=O
HOMO-LUMO gap in Eh: 0.372

Cartesian coordinates (Å):
O: 2.54581 0.63220 -2.66452
C: 1.50205 0.80152 -2.14748
C: 1.21090 1.67031 -0.99785
C: -0.26384 1.50642 -0.54592
C: -0.36252 0.49781 0.61377
C: -1.13962 -0.59681 0.53039
C: -1.29309 -1.58408 1.58117
C: -0.53630 -2.74149 1.54718
H: 0.79842 -0.24705 -2.15977
H: 1.87112 1.46910 -0.11051
H: 1.44969 2.72821 -1.21138
H: -0.73522 2.42701 -0.04680
H: -0.90437 1.02844 -1.28402
H: 0.20484 0.65455 1.54985
H: -1.83864 -0.84176 -0.38028
H: -1.88050 -1.25384 2.44927
H: -0.73585 -3.34105 2.49126
H: 0.10710 -2.80948 0.78563

=====

Q | C7H10O | ωB97M-V/def2-TZVPD

SMILES: C=C[C@]1(C)C=CCO1
HOMO-LUMO gap in Eh: 0.380

Cartesian coordinates (Å):
C: -2.03511 -0.21594 0.61366
C: -0.91990 0.35390 1.06020
C: 1.93426 -1.43640 -0.00254
C: 1.49724 -0.27193 0.51049
C: -1.80625 -0.77700 -0.73534
C: 0.13630 0.32078 0.02175
C: 0.31526 1.71163 -0.67560
O: -0.35710 -0.61477 -0.92566
H: -2.99728 -0.42980 1.01651
H: -1.02656 0.77191 2.06981
H: 2.84984 -1.94688 0.22410
H: 1.36219 -2.01997 -0.70216
H: 2.26126 0.30478 1.08247
H: -2.07305 -1.81081 -0.95076
H: -2.25593 -0.22057 -1.43618
H: 0.90647 2.42584 -0.16623
H: -0.69210 2.00494 -0.71787
H: 0.65209 1.77046 -1.72767

=====

Q ends up most stable, edging out the next structure by 0.0329 hartree.

=====

P | C7H10O | ωB97M-V/def2-TZVPD

SMILES: C=C/C(C)=C1\O[C@@H]1C
HOMO-LUMO gap in Eh: 0.331

Cartesian coordinates (Å):
C: -0.36619 0.47349 0.26128
C: 3.17660 0.76146 0.06098
C: 1.86264 0.90573 0.20195
C: 0.79442 -0.00966 -0.08107
C: -1.95933 0.54910 -0.14069
C: 0.83703 -1.42713 -0.67083
C: -3.03351 -0.21479 0.67765
O: -1.07508 1.65304 0.30671
H: 3.74719 1.67341 0.47932
H: 3.58526 -0.01712 -0.49328
H: 1.40916 1.77199 0.72040
H: -1.91255 0.54572 -1.19706
H: 1.87942 -1.66743 -1.09486
H: 0.23564 -1.65556 -1.51533
H: 0.62628 -2.22167 0.00994
H: -3.99178 -0.13047 0.11362
H: -3.15541 0.27760 1.72261
H: -2.65978 -1.26770 0.63866

=====

Q | C7H10O | ωB97M-V/def2-TZVPD

HOMO-LUMO gap in Eh: 0.365

Cartesian coordinates (Å):
C: 1.46177 -0.60674 -0.21188
C: 0.54495 0.49048 0.05801
C: 1.22993 1.55843 -0.72742
C: -0.03931 0.64682 -1.08238
C: -1.17812 -0.82605 -0.29477
C: -0.66284 0.03160 0.76268
C: -1.32239 0.04262 1.86178
H: 1.95790 -0.97852 1.17288
H: 0.71627 -1.46254 -0.39748
H: 2.17388 -0.47073 -1.09478
H: 2.10236 1.17800 -1.20605
H: 0.89986 2.75058 -1.04948
H: -1.01900 1.24483 -0.95122
H: -2.22331 -0.90411 -0.08628
H: -0.76922 -1.85582 -0.27780
H: -2.15661 -0.72566 1.96470
H: -1.03246 0.40448 3.06439
O: -0.68366 -0.51767 -1.50489

=====

P ends up most stable, edging out the next structure by 0.2533 hartree.

=====

P | C4H10NO | ωB97M-V/def2-TZVPD

Total charge: +1
HOMO-LUMO gap (alpha / beta) in Eh: 0.281 / 0.281

Cartesian coordinates (Å):
C: -1.56871 0.07370 -0.01840
C: -1.86593 -1.35781 -0.04880
C: 0.11202 1.86442 0.23892
C: 2.24453 -0.62838 -0.19618
N: -0.45476 0.59547 0.17495
O: 1.16947 -0.82935 0.53984
H: -2.41906 0.74727 -0.19296
H: -2.12028 -1.64869 -1.06984
H: -2.74882 -1.56896 0.55532
H: -1.01489 -1.93509 0.30051
H: -0.63724 2.64695 0.07783
H: 0.88887 1.96502 -0.52442
H: 0.56722 2.00651 1.22402
H: 2.14182 -0.88941 -1.26102
H: 2.95019 -1.37717 0.23262
H: 2.75558 0.33551 -0.03242

=====

Q | C4H10NO | ωB97M-V/def2-TZVPD

SMILES: C[C@H]1CO[C@@H]1[NH3+]
Total charge: +1
HOMO-LUMO gap in Eh: 0.411

Cartesian coordinates (Å):
C: -0.01907 -1.61571 0.11842
C: 0.47085 -0.21156 -0.23277
C: -0.66332 0.32227 0.56016
C: 1.86457 0.34254 0.15191
N: -1.66175 1.07007 -0.26808
O: -1.21081 -1.12649 0.74325
H: -0.25088 -2.11398 -0.81557
H: 0.62790 -2.33166 0.64944
H: 0.35451 -0.01517 -1.33493
H: -0.49341 0.99725 1.41261
H: 2.52497 -0.27378 -0.30743
H: 2.12930 0.32825 1.17189
H: 1.94042 1.19888 -0.36298
H: -1.38973 2.07550 -0.56413
H: -2.62906 1.09443 0.08003
H: -1.59448 0.25914 -1.00181

=====

R | C4H10NO | ωB97M-V/def2-TZVPD

Total charge: +1
HOMO-LUMO gap in Eh: 0.282

Cartesian coordinates (Å):
C: -0.08265 -0.56586 -0.64345
C: -0.49939 0.44266 -1.56693
C: -1.60464 0.47434 -2.45216
C: 1.04154 -0.52096 0.26124
N: 1.24492 0.22949 3.06567
O: -2.55923 -0.48040 -2.51431
H: -0.50745 -1.56959 -0.73628
H: 0.17059 1.31161 -1.60855
H: -1.80461 1.46870 -2.80786
H: 1.86410 0.25537 -0.08497
H: 1.55305 -1.47541 0.26078
H: 0.93027 -0.22957 1.40798
H: 1.61452 -0.48469 3.74782
H: 0.24578 0.38372 3.22812
H: 1.85147 1.10051 3.30778
H: -3.45826 -0.33991 -2.86487

=====

R ends up most stable, edging out the next structure by 0.0071 hartree.

=====

P | C5H11ClN | ωB97M-V/def2-TZVPD

Total charge: +1
HOMO-LUMO gap in Eh: 0.342

Cartesian coordinates (Å):
C: 1.26934 -1.06666 0.31514
C: 0.73379 0.15531 -0.06021
C: 2.64894 -1.39098 0.46552
C: -2.04538 -0.31058 -0.72010
C: -1.12491 0.47139 0.20714
N: -1.16764 1.86411 0.11544
Cl: 1.57647 1.44296 -0.81965
H: 0.46798 -1.81316 0.32960
H: 2.91416 -2.43170 0.44701
H: 3.35493 -0.89951 -0.15274
H: 2.99369 -1.12290 1.42125
H: -3.03281 0.16345 -0.70489
H: -1.78057 -0.41114 -1.82828
H: -2.23074 -1.40355 -0.34003
H: -1.06622 0.11640 1.26284
H: -2.19391 2.20498 0.01226
H: -0.74541 2.07276 -0.78564
H: -0.57172 2.35880 0.83533

=====

Q | C5H11ClN | ωB97M-V/def2-TZVPD

Total charge: +1
HOMO-LUMO gap (alpha / beta) in Eh: 0.365 / 0.151

Cartesian coordinates (Å):
C: 2.49124 0.90269 0.28676
C: 1.91562 -0.16759 1.17861
C: 1.51949 -0.05998 -0.24934
C: -4.00962 0.32494 -0.36617
C: -2.65955 0.35168 0.17566
N: 2.03975 -1.13262 -1.19750
Cl: -2.30468 1.48901 1.33972
H: 2.33547 1.89327 0.52850
H: 3.58407 0.71068 -0.01542
H: 2.54360 -0.85364 1.56338
H: 1.25805 0.14298 1.87257
H: -4.40913 1.33768 -0.77555
H: -4.70146 0.43480 0.61431
H: -4.25574 -0.48622 -0.95006
H: -1.92794 -0.45148 0.04349
H: 2.37535 -0.91198 -2.06865
H: 1.36304 -1.90555 -1.27440
H: 2.84242 -1.61867 -0.70592

=====

R | C5H11ClN | ωB97M-V/def2-TZVPD

SMILES: C=C(CCl)[NH+](C)C
Total charge: +1
HOMO-LUMO gap in Eh: 0.425

Cartesian coordinates (Å):
C: -1.96435 0.05308 0.54888
C: -0.66788 0.15984 0.66421
C: 1.21599 1.04052 -0.52233
C: 0.33261 -1.40211 -0.97639
C: 0.15983 0.15320 2.05264
N: 0.11791 0.08624 -0.59133
Cl: 1.25839 -1.25799 2.03845
H: -2.39787 -0.09270 -0.46674
H: -2.72107 0.03492 1.38914
H: 1.61214 1.24036 -1.56986
H: 0.75497 1.95502 -0.03310
H: 2.13164 0.59661 -0.00380
H: -0.18466 -2.00334 -0.17142
H: -0.18324 -1.83124 -1.96025
H: 1.40188 -1.65280 -0.99371
H: 0.55634 1.07489 2.18312
H: -0.55687 -0.23634 2.89012
H: -0.45045 0.34888 -1.46330

=====

R ends up most stable, edging out the next structure by 0.0074 hartree.

=====

P | C2H5FSi | ωB97M-V/def2-TZVPD

SMILES: C=C[SiH2]F
HOMO-LUMO gap in Eh: 0.414

Cartesian coordinates (Å):
C: 1.38776 -0.61997 -0.27688
C: 0.56403 0.07107 0.54501
F: -1.76659 -0.84906 0.03752
Si: -1.15403 0.60629 -0.16843
H: 1.38715 -0.75167 -1.31263
H: 2.19194 -1.25443 0.17180
H: 0.83060 -0.05346 1.54402
H: -1.50786 1.29691 -1.47897
H: -1.93300 1.55431 0.93856

=====

Q | C2H5FSi | ωB97M-V/def2-TZVPD

HOMO-LUMO gap in Eh: 0.322

Cartesian coordinates (Å):
C: 1.45956 -1.01976 0.06311
C: 0.85152 0.07769 -0.21624
F: 1.64921 1.21559 -0.13404
Si: -1.80356 0.51331 -0.06070
H: 1.07662 -1.98414 0.19211
H: 2.58328 -0.86119 0.36879
H: -1.16541 1.60390 0.74537
H: -2.27577 1.11891 -1.47940
H: -2.37545 -0.66431 0.52101

=====

P ends up most stable, edging out the next structure by 0.1595 hartree.

=====

P | C5H7NS | ωB97M-V/def2-TZVPD

HOMO-LUMO gap in Eh: 0.310

Cartesian coordinates (Å):
C: 1.33911 0.00536 -0.07021
C: 0.13036 0.44775 0.85453
C: -0.69248 -0.71646 0.79394
C: 0.24791 0.05928 -1.14837
C: -0.44148 1.18447 -0.33987
H: 0.30011 0.82194 1.83300
H: -0.48597 -1.60443 1.56356
H: -1.71152 -0.37858 1.01959
H: -0.02909 -1.87125 -0.77968
H: 0.37484 -0.13227 -2.22510
H: -1.55434 1.28244 -0.43212
H: 0.17823 2.12468 -0.38250
N: -0.59142 -1.06127 -0.70171
S: 2.93575 -0.16165 0.01494

=====

Q | C5H7NS | ωB97M-V/def2-TZVPD

SMILES: C1[C@@H]2S[C@H]1[C@@H]1N[C@@H]12
HOMO-LUMO gap in Eh: 0.329

Cartesian coordinates (Å):
C: -0.25297 1.49115 -0.24485
C: -0.34726 0.56967 1.01169
C: -0.37856 0.15509 -1.12754
C: 0.93437 -0.62251 -0.66878
C: 1.08227 -0.28865 0.95412
H: -1.19048 2.11455 -0.66271
H: 0.64956 2.03090 -0.03519
H: -0.62874 0.98538 1.99131
H: -0.41529 0.07708 -2.18922
H: 1.09020 -1.61319 -1.10337
H: 2.55106 0.69107 -0.41826
H: 0.86088 -1.26590 1.56448
N: 2.10154 -0.16194 -0.03282
S: -1.49094 -0.60718 0.09593

=====

R | C5H7NS | ωB97M-V/def2-TZVPD

SMILES: C=CC(=C)NC=S
HOMO-LUMO gap in Eh: 0.315

Cartesian coordinates (Å):
C: -1.02300 -1.93113 0.78383
C: -0.35590 -0.80243 0.95278
C: -1.02096 0.55371 0.49073
C: -2.34598 0.95552 0.76868
C: 1.17045 0.88459 -0.66902
H: -0.64135 -2.74533 1.40161
H: -2.22081 -2.11476 0.54993
H: 0.59330 -0.59223 1.31515
H: -3.16419 0.65179 1.31838
H: -2.35878 2.07821 0.55393
H: -0.13670 2.29242 -0.07469
H: 1.75291 1.84102 -0.77111
N: -0.08360 1.36271 -0.20684
S: 1.76332 -0.55698 -1.05046

=====

P ends up most stable, edging out the next structure by 0.0259 hartree.

=====

P | C5H7NS | ωB97M-V/def2-TZVPD

SMILES: C1[C@@H]2S[C@@H]2[C@H]2CN12
HOMO-LUMO gap in Eh: 0.360

Cartesian coordinates (Å):
C: -0.48526 1.38940 -0.11492
C: 0.59332 0.67146 0.68424
C: 0.37667 -0.79027 0.55548
C: -0.84419 -0.95871 -0.29917
C: -2.09514 -0.42536 0.29144
H: -1.09035 2.04278 0.55570
H: -0.07344 1.99212 -0.92542
H: 0.92143 1.10162 1.61525
H: 0.56568 -1.43420 1.39570
H: -0.88694 -1.76749 -1.06282
H: -2.03785 -0.11604 1.32882
H: -3.04936 -0.80050 -0.03831
N: -1.34851 0.36507 -0.70573
S: 1.86362 -0.18081 -0.28945

=====

Q | C5H7NS | ωB97M-V/def2-TZVPD

HOMO-LUMO gap in Eh: 0.328

Cartesian coordinates (Å):
C: -2.24799 1.20260 -0.74632
C: -0.68239 0.28647 0.99120
C: 0.38879 -0.71669 0.40320
C: -0.94652 1.14301 -0.20273
C: 0.06818 -0.44382 -1.07395
N: -3.27027 1.15672 -1.26529
S: 1.38812 -0.40366 -2.22745
H: -1.56953 -0.40286 1.07296
H: -0.60998 0.81684 2.00961
H: 1.42595 -0.25700 0.51590
H: 0.26054 -1.82410 0.57535
H: -0.35989 2.10087 -0.43147
H: -0.61536 -1.04776 -1.54261
H: 2.22452 0.34572 -1.51298

=====

R | C5H7NS | ωB97M-V/def2-TZVPD

HOMO-LUMO gap in Eh: 0.307

Cartesian coordinates (Å):
C: -0.37726 0.35241 1.39334
C: -0.45243 0.69155 0.15473
C: 0.54814 -1.03316 -1.00187
C: 0.12028 -1.04884 1.76345
C: -0.54856 1.73703 -0.80697
N: 0.47312 -1.01409 -2.22814
S: 1.09027 -1.82964 0.41699
H: -0.95997 0.87847 2.16347
H: 0.82102 -1.17225 2.59374
H: -0.60567 -1.77816 1.92545
H: 0.36369 1.51816 -1.56610
H: -0.13806 2.59992 -0.35676
H: -1.36074 1.75487 -1.53724
H: 1.02618 -1.65626 -2.91409

=====

P ends up most stable, edging out the next structure by 0.0499 hartree.